# 1
The following is a DFT calculation (ωB97M-V with the def2-TZVPD basis set) of C38H32Cl2NOP2S3W as an isolated structure in a non-equilibrium geometry.

Calculated values
- Expectation value of S²: 2.025
- F_max: 1.21 eV/Å
- HOMO energy (spin up / spin down): -0.378 / -0.384 hartree
- Calculated total energy: -121412.56276 eV
- Frontier orbital gap (spin up / spin down): 6.21 / 6.48 eV

The geometry in ORCA input format:
```
! wB97M-V def2-TZVPD RIJCOSX def2/J DEFGRID3
* xyz 1 3
W 0.76390 -0.58225 -0.01580
C -1.52361 -2.02947 -1.88491
P -1.17086 -0.23345 -1.69802
C -2.84696 0.36955 -1.29713
C -3.77886 0.47089 -2.33644
C -5.07939 0.87025 -2.06435
C -5.46069 1.16843 -0.75911
C -4.54694 1.04562 0.27468
C -3.24281 0.64205 0.00707
C -0.86334 0.46236 -3.34302
C -0.88236 1.85222 -3.47852
C -0.60967 2.43587 -4.70588
C -0.31233 1.63450 -5.80369
C -0.29281 0.25479 -5.67408
C -0.56734 -0.33394 -4.44462
C -1.72376 -2.39192 -0.45284
C -2.76823 -2.94648 0.22622
C -2.53270 -2.72516 1.62017
C -1.35713 -2.03728 1.73025
C -0.64573 -1.45185 2.90688
P 0.17032 0.08033 2.33314
C -1.00928 1.44824 2.35797
C -0.84419 2.48087 1.43126
C -1.69405 3.57827 1.44258
C -2.72417 3.63995 2.37170
C -2.89395 2.61530 3.29631
C -2.03268 1.52639 3.29780
C 1.37777 0.53134 3.61546
C 2.37194 -0.37093 4.01059
C 3.30929 -0.00334 4.96603
C 3.26372 1.26219 5.54019
C 2.26854 2.15475 5.16821
C 1.33037 1.79569 4.20674
N -0.83125 -1.83916 0.45959
H -0.68663 -2.53310 -2.35851
H -2.42458 -2.18568 -2.47116
H -3.49147 0.24304 -3.35678
H -5.79874 0.94258 -2.87220
H -6.47547 1.49024 -0.55187
H -4.84581 1.25368 1.29724
H -2.54695 0.51144 0.81826
H -1.11547 2.47482 -2.62109
H -0.62739 3.51433 -4.80854
H -0.09880 2.09011 -6.76426
H -0.05605 -0.36833 -6.52874
H -0.53853 -1.41279 -4.34718
H -3.63055 -3.43781 -0.20958
H -3.17545 -3.02785 2.43882
H 0.15505 -2.09237 3.26928
H -1.32340 -1.25384 3.73262
H -0.05507 2.42624 0.69703
H -1.55875 4.37956 0.72387
H -3.39673 4.49163 2.37817
H -3.69839 2.66589 4.02211
H -2.16303 0.73947 4.03334
H 2.41659 -1.36500 3.58829
H 4.07579 -0.71224 5.26405
H 4.00428 1.55138 6.27822
H 2.21589 3.13722 5.62771
H 0.56306 2.50539 3.92482
Cl 2.66985 0.97603 0.55794
C 3.96464 0.51871 -0.52873
C 5.27018 0.77757 -0.17870
C 6.25369 0.44361 -1.09275
C 5.91392 -0.11957 -2.31331
C 4.58609 -0.35746 -2.62915
Cl 4.19109 -1.04531 -4.16391
C 3.57124 -0.05357 -1.72318
S 1.86948 -0.27086 -2.12594
H 5.51585 1.21988 0.77984
H 7.29409 0.62802 -0.85223
H 6.68159 -0.37992 -3.03234
C 1.37114 -4.62978 -1.89479
O 1.49217 -3.50611 -0.99550
C 2.07259 -3.68194 0.19442
S 2.64349 -5.08630 0.76692
S 2.27166 -2.16651 1.08623
H 2.27716 -5.22023 -1.88566
H 1.21445 -4.19671 -2.87649
H 0.53147 -5.25215 -1.60100
*
```

=====

# 2
The following is a DFT calculation (ωB97M-V with the def2-TZVPD basis set) of a 2-piece molecular cluster, C5H9NO overall in a non-equilibrium geometry.

Calculated values
- F_max: 7.11 eV/Å
- HOMO energy: -0.299 hartree
- SMILES string: Cc1cc[nH]c1.O
- Calculated total energy: -8865.95215 eV
- Frontier orbital gap: 8.78 eV

The geometry in ORCA input format:
```
! wB97M-V def2-TZVPD RIJCOSX def2/J DEFGRID3
* xyz 0 1
C -1.36431 0.64100 -0.57856
C 0.01717 0.17314 -0.87675
C 0.64129 0.57576 -2.05266
C 1.97487 0.15558 -2.06307
N 2.26587 -0.43435 -0.81478
C 1.03226 -0.50328 -0.11777
H -1.67606 0.49444 0.48959
H -1.32115 1.86232 -0.83435
H -2.18172 0.25604 -1.34488
H -0.07510 0.87192 -2.91989
H 2.84821 0.74822 -2.20666
H 2.85323 -1.15266 -0.89156
H 0.92285 -1.00464 0.83440
O -2.29989 -0.92413 4.33650
H -1.48863 -1.23115 3.84918
H -2.14889 -0.52821 5.19125
*
```

=====

# 3
The following is a DFT calculation (ωB97M-V with the def2-TZVPD basis set) of C2H5NO as an isolated structure in a non-equilibrium geometry.

Calculated values
- F_max: 6.87 eV/Å
- HOMO energy: -0.377 hartree
- Calculated total energy: -5688.50260 eV
- Frontier orbital gap: 10.49 eV

The geometry in ORCA input format:
```
! wB97M-V def2-TZVPD RIJCOSX def2/J DEFGRID3
* xyz 0 1
C -0.68588 -0.65023 -0.68737
N 0.18417 -1.01143 0.32483
C 0.62538 0.27695 0.81584
O -1.19235 0.65159 -1.09616
H -1.13752 -1.51108 -1.18805
H -0.08814 0.34302 -1.17410
H 1.69597 0.19082 1.23763
H 0.61431 1.15088 0.08854
H -0.01595 0.55947 1.67884
*
```

=====

# 4
The following is a DFT calculation (ωB97M-V with the def2-TZVPD basis set) of a 2-piece molecular cluster, C6H13N2 overall in a non-equilibrium geometry.

Calculated values
- F_max: 3.38 eV/Å
- HOMO energy: -0.500 hartree
- Calculated total energy: -9405.56549 eV
- Frontier orbital gap: 10.73 eV

The geometry in ORCA input format:
```
! wB97M-V def2-TZVPD RIJCOSX def2/J DEFGRID3
* xyz 1 1
C 2.02945 -0.62663 -0.03959
C -1.60166 -0.06406 -0.10298
C 1.89887 -2.02331 -0.00923
C -2.88607 0.30904 -0.77113
C -1.59384 0.04187 1.38721
C 2.45391 1.86350 -0.10713
N 2.29040 0.49530 -0.04250
N -0.55024 -0.44424 -0.69730
H 0.97486 -2.29236 0.50468
H 2.75595 -2.47256 0.49589
H 1.83825 -2.40047 -1.03199
H -2.76959 0.38281 -1.85059
H -3.25085 1.25793 -0.38211
H -3.64373 -0.44448 -0.55553
H -0.70456 -0.41394 1.81411
H -2.48047 -0.43312 1.80119
H -1.62358 1.09172 1.67586
H 1.49763 2.33603 -0.34080
H 2.82395 2.23125 0.85121
H 3.18090 2.09793 -0.88804
H -0.63958 -0.49222 -1.71124
*
```

=====

# 5
The following is a DFT calculation (ωB97M-V with the def2-TZVPD basis set) of a 9-piece molecular cluster, C36H72O9 overall in a non-equilibrium geometry.

Calculated values
- F_max: 1.79 eV/Å
- HOMO energy: -0.341 hartree
- SMILES string: C1CCOC1.C1CCOC1.C1CCOC1.C1CCOC1.C1CCOC1.C1CCOC1.C1CCOC1.C1CCOC1.C1CCOC1
- Calculated total energy: -56922.75085 eV
- Frontier orbital gap: 9.73 eV

The geometry in ORCA input format:
```
! wB97M-V def2-TZVPD RIJCOSX def2/J DEFGRID3
* xyz 0 1
C -1.32164 -5.90016 -1.81954
C -0.67335 -4.57263 -1.38808
C -1.24389 -4.31216 0.01020
O -1.63040 -5.60022 0.49612
C -2.20005 -6.27044 -0.61980
H -0.56400 -6.66148 -1.99198
H -1.93500 -5.80869 -2.71590
H -0.89572 -3.73007 -2.04583
H 0.41282 -4.64431 -1.34262
H -2.10677 -3.64163 0.02749
H -0.47257 -3.94935 0.68633
H -3.23734 -5.93891 -0.74919
H -2.18055 -7.33523 -0.39043
C 2.26516 4.90701 2.77869
C 2.03148 4.61339 1.28369
C 2.81443 3.32353 1.01820
O 3.84813 3.32688 1.99432
C 3.25207 3.78882 3.18036
H 1.33420 4.82229 3.33602
H 2.69716 5.89624 2.90434
H 2.40265 5.40877 0.63874
H 0.97258 4.48286 1.04986
H 3.26335 3.31625 0.02605
H 2.20293 2.42563 1.14816
H 4.04629 4.11023 3.85619
H 2.74103 2.96366 3.69837
C -1.80276 1.52201 2.93456
C -0.61611 2.49159 3.09798
C -0.80032 3.09928 4.50012
O -1.59509 2.14510 5.20659
C -2.52997 1.61373 4.28002
H -1.43977 0.50672 2.77276
H -2.45536 1.76291 2.09728
H -0.56795 3.24928 2.31521
H 0.32838 1.94909 3.11124
H -1.24387 4.09902 4.56552
H 0.15969 3.14101 5.01916
H -3.42365 2.25694 4.21169
H -2.89442 0.66076 4.65946
C 3.23193 -2.21770 -3.15448
C 4.51711 -1.96890 -3.95052
C 4.77153 -3.35661 -4.51368
O 4.44319 -4.25291 -3.44600
C 3.48008 -3.62652 -2.59394
H 2.40069 -2.20811 -3.86158
H 3.09859 -1.47598 -2.36825
H 5.34641 -1.69741 -3.29230
H 4.41776 -1.20831 -4.72446
H 5.79468 -3.55259 -4.82614
H 4.09250 -3.57907 -5.34711
H 3.91886 -3.55257 -1.59308
H 2.56655 -4.22124 -2.55206
C 1.60378 -0.11135 0.14491
C 0.36276 0.64611 0.57825
C -0.78815 -0.11133 -0.11789
O -0.25249 -1.36378 -0.50798
C 1.05714 -1.52520 0.02700
H 2.46361 -0.00049 0.80480
H 1.92202 0.19463 -0.85896
H 0.38003 1.71769 0.35919
H 0.27233 0.63387 1.67018
H -1.09726 0.47077 -0.98621
H -1.61300 -0.16548 0.59567
H 1.65788 -2.12439 -0.66075
H 1.00396 -2.06601 0.98060
C 6.15811 -1.35137 0.82919
C 5.94236 -0.27248 -0.23685
C 5.47071 0.89463 0.62401
O 4.65504 0.30649 1.63186
C 5.10143 -1.01656 1.88635
H 7.16872 -1.26631 1.23520
H 6.09204 -2.37790 0.46439
H 5.18820 -0.58077 -0.96373
H 6.86876 -0.05391 -0.76845
H 4.86004 1.61089 0.07811
H 6.30942 1.41913 1.09460
H 4.23946 -1.68933 1.86736
H 5.54365 -1.10033 2.88591
C -6.67544 0.11832 3.60257
C -6.04196 -0.07588 2.22059
C -4.62228 0.46890 2.46007
O -4.29994 -0.02967 3.74771
C -5.48734 -0.09545 4.55377
H -7.48185 -0.58617 3.80230
H -7.06756 1.12703 3.73784
H -6.62080 0.45491 1.46593
H -5.96913 -1.14563 2.02355
H -4.65552 1.56337 2.42778
H -3.94945 -0.00614 1.75192
H -5.42978 0.69443 5.30885
H -5.48057 -1.06457 5.05134
C -5.18603 3.04219 -0.57512
C -5.75793 1.79879 -1.25596
C -4.61194 0.75329 -1.18354
O -3.52853 1.37959 -0.51134
C -3.68820 2.78460 -0.56671
H -5.56655 3.15767 0.44285
H -5.46053 3.97078 -1.07765
H -6.10460 1.98061 -2.27389
H -6.64361 1.41050 -0.74852
H -4.30713 0.47534 -2.19622
H -4.97690 -0.10514 -0.62282
H -3.19449 3.18744 -1.46316
H -3.17966 3.22597 0.29278
C 0.73559 0.62699 -3.68892
C 0.69092 1.30983 -5.04406
C 0.68341 0.10467 -5.97787
O -0.07843 -0.88837 -5.32070
C -0.12168 -0.61179 -3.91242
H 0.40721 1.22939 -2.84150
H 1.76630 0.33344 -3.45928
H 1.52736 1.98881 -5.21503
H -0.21927 1.90449 -5.16298
H 1.71136 -0.25769 -6.12021
H 0.23845 0.33247 -6.94544
H 0.22253 -1.46909 -3.33488
H -1.16825 -0.40529 -3.66615
*
```

=====

# 6
The following is a DFT calculation (ωB97M-V with the def2-TZVPD basis set) of a 2-piece molecular cluster, C28H33NO3 overall in a non-equilibrium geometry.

Calculated values
- F_max: 2.98 eV/Å
- HOMO energy: -0.197 hartree
- Calculated total energy: -37202.00991 eV
- Frontier orbital gap: 3.13 eV

The geometry in ORCA input format:
```
! wB97M-V def2-TZVPD RIJCOSX def2/J DEFGRID3
* xyz 0 1
C 3.12260 -3.08103 1.54427
C 2.08803 -1.99869 1.29652
O 0.81483 -2.37387 1.76718
C -0.08620 -1.35789 1.56577
C -1.42160 -1.63101 2.03796
C -2.50810 -0.75426 1.77012
O -2.40925 0.26799 1.10196
C -3.89014 -1.07998 2.27971
C -4.70264 -1.92380 1.29018
C -4.32011 -3.41074 1.23507
C -2.94655 -3.70661 0.58827
C -1.83991 -4.04497 1.59471
C -1.64211 -2.96969 2.65745
O 0.22740 -0.29933 1.02928
H 4.11696 -2.79715 1.19417
H 3.19012 -3.30076 2.61013
H 2.84428 -4.00950 1.04395
H 2.35018 -1.05622 1.80053
H 1.97758 -1.76530 0.22733
H -3.85576 -1.56317 3.26125
H -4.39476 -0.12032 2.45510
H -5.77104 -1.83419 1.53256
H -4.60230 -1.48502 0.29009
H -4.35032 -3.82746 2.24808
H -5.10319 -3.95559 0.69157
H -3.04058 -4.53422 -0.12745
H -2.64618 -2.84553 -0.02361
H -2.05153 -5.00968 2.07318
H -0.89402 -4.18074 1.05563
H -0.78343 -3.21241 3.29460
H -2.49300 -2.95298 3.34058
C 1.81649 3.69802 1.66208
C 2.19566 2.97239 0.43185
N 3.44121 2.45199 0.19745
C 4.55649 2.43857 1.15156
C 3.44340 1.80442 -1.05451
C 2.16566 1.94738 -1.61914
C 1.85569 1.29931 -2.82054
C 2.82713 0.56248 -3.45221
C 4.09998 0.42734 -2.89327
C 4.41460 1.03458 -1.69957
C 1.36322 2.70032 -0.67653
C -0.02470 2.93936 -0.74734
C -0.85341 2.80932 -1.90889
C -0.42960 3.18360 -3.20451
C -1.24249 2.98163 -4.29293
C -2.49716 2.41651 -4.13360
C -2.94238 2.06489 -2.86988
C -2.14492 2.26213 -1.77128
H 0.78737 4.05219 1.62021
H 1.91341 3.05832 2.53887
H 2.45845 4.56678 1.80161
H 5.40414 1.87999 0.75454
H 4.88340 3.45667 1.36780
H 4.23719 1.96698 2.08177
H 0.85770 1.33037 -3.21612
H 2.60097 0.07060 -4.38411
H 4.83437 -0.18768 -3.38961
H 5.37568 0.89322 -1.23907
H -0.53249 3.08606 0.18996
H 0.53743 3.64135 -3.33014
H -0.89845 3.24293 -5.28026
H -3.12795 2.25012 -4.99075
H -3.91325 1.61438 -2.74885
H -2.44214 1.89759 -0.80074
*
```

=====

# 7
The following is a DFT calculation (ωB97M-V with the def2-TZVPD basis set) of the molecule C3H8OS in a non-equilibrium geometry.

Calculated values
- F_max: 4.48 eV/Å
- HOMO energy: -0.326 hartree
- SMILES string: OCCCS
- Calculated total energy: -16121.72088 eV
- Frontier orbital gap: 9.67 eV

The geometry in ORCA input format:
```
! wB97M-V def2-TZVPD RIJCOSX def2/J DEFGRID3
* xyz 0 1
O 1.50024 1.85136 -0.12256
C 0.40944 1.07270 -0.50626
C 0.27957 -0.11610 0.45164
C -0.96189 -0.88304 0.04280
S -0.82138 -2.54568 0.26155
H 1.57966 2.59397 -0.77821
H 0.84048 0.61056 -1.43479
H -0.63522 1.55771 -0.66243
H 0.47373 0.02938 1.53255
H 1.17151 -0.64716 0.04741
H -1.88667 -0.58205 0.54323
H -1.02063 -0.47133 -1.06860
H -0.92884 -2.47032 1.69368
*
```

=====

# 8
The following is a DFT calculation (ωB97M-V with the def2-TZVPD basis set) of a 2-piece molecular cluster, C5H13NS2 overall in a non-equilibrium geometry.

Calculated values
- F_max: 2.74 eV/Å
- HOMO energy: -0.313 hartree
- Calculated total energy: -28552.15326 eV
- Frontier orbital gap: 5.12 eV

The geometry in ORCA input format:
```
! wB97M-V def2-TZVPD RIJCOSX def2/J DEFGRID3
* xyz 0 1
N 0.91806 0.02677 -1.98469
C 1.42317 -0.53042 -0.83681
C 2.92017 -0.34934 -0.61083
C 0.56005 0.06249 0.32441
S 0.68425 -0.80811 1.77608
S -1.98957 1.02035 -1.02214
C -2.32562 1.08099 0.75021
C -2.49648 -0.28559 1.43917
H -0.07556 0.24385 -1.92363
H 1.25579 -0.20523 -2.89325
H 1.31950 -1.59309 -0.69717
H 3.50966 -1.03078 -1.18646
H 3.23194 0.65246 -0.87431
H 3.18032 -0.59950 0.43892
H -0.49158 -0.08161 -0.16205
H 0.72545 1.13619 0.45564
H -3.23194 1.65519 0.92439
H -1.51362 1.61058 1.18807
H -2.77526 -1.07134 0.73118
H -1.58443 -0.68209 1.92334
H -3.24431 -0.25180 2.23992
*
```

=====

Q: Among the records above, which one has the highest calculated total energy?
A: C2H5NO

=====

Q: Among the records above, which one has the lowest F_max?
A: C38H32Cl2NOP2S3W

=====

Q: The lowest calculated total energy belongs to which entry?
A: C38H32Cl2NOP2S3W

=====

Q: Which of these has the lowest F_max?
A: C38H32Cl2NOP2S3W